The following is a DFT calculation (ωB97M-V with the def2-TZVPD basis set) of a structure of composition C20H14F5N3OsSSe.

Cartesian coordinates (Å):
Os -0.76 0.16 -0.47
S -0.01 3.02 2.75
C 1.02 1.69 3.10
C 0.98 0.73 2.14
C 0.07 1.07 1.09
C -0.52 2.30 1.31
C -1.46 2.85 0.35
C -2.08 4.08 0.39
C -2.96 4.42 -0.64
C -3.19 3.54 -1.68
C -2.54 2.32 -1.66
N -1.70 1.99 -0.67
H 1.60 1.70 4.01
H 1.58 -0.16 2.19
H -1.89 4.75 1.21
H -3.45 5.39 -0.63
H -3.85 3.78 -2.50
H -2.69 1.59 -2.45
C -0.70 -4.68 2.22
C -1.10 -3.66 1.21
C -2.10 -3.70 0.24
C -2.03 -2.50 -0.44
N -1.03 -1.74 0.10
N -0.51 -2.47 1.11
C -2.80 -2.02 -1.62
H -1.08 -5.65 1.95
H -1.11 -4.41 3.20
H 0.39 -4.74 2.32
H -2.78 -4.51 0.05
H 0.33 -2.15 1.58
H -3.76 -2.53 -1.69
H -2.25 -2.23 -2.54
H -3.01 -0.94 -1.56
F 6.41 0.07 -0.41
C 5.15 0.15 -0.76
C 4.22 -0.69 -0.17
F 4.59 -1.58 0.74
C 2.89 -0.60 -0.54
F 2.03 -1.47 0.00
C 2.48 0.31 -1.50
Se 0.69 0.48 -2.15
C 3.43 1.14 -2.10
F 3.06 2.02 -3.02
C 4.76 1.06 -1.74
F 5.66 1.85 -2.29

Values from the calculation:
ΔE to the lowest compared entry with this formula, charge and spin = 0.3 kcal per mole
lowest unoccupied orbital energy (spin up / spin down) = -8.7169 / -8.7179 eV
charge = +2
max |F| = 0.5 eV/Å

Atomic partial charges in e from the Löwdin method, atoms 1 to 6: Os 1.1343; S 1.1546; C -0.3463; C -0.1771; C -0.3570; C -0.5294